Record 1
Computed, not measured: a cluster of 2 separate species, C11H10O3 in total at a distorted geometry, with ωB97M-V/def2-TZVPD.

E_LUMO   0.022 Ha
E_tot   -17709.7228 eV
ΔE to the lowest compared entry with this formula, charge and spin   56.4 kJ/mol
Structure (SMILES)   O=C(O)c1ccco1.c1ccccc1
Spin multiplicity   1
Total charge   0

Each line ends with the Mulliken charge.
CARTESIAN COORDINATES (ANGSTROEM)
1 O 2.857 1.185 -0.202  -0.597
2 C 1.893 1.001 0.506  -0.011
3 O 1.860 0.099 1.473  -0.470
4 C 0.581 1.623 0.253  0.871
5 C 0.162 2.470 -0.698  -0.330
6 C -1.236 2.743 -0.394  -0.544
7 C -1.435 2.066 0.800  -0.373
8 O -0.368 1.366 1.192  -0.379
9 H 1.054 0.241 1.912  0.472
10 H 0.803 2.693 -1.480  0.581
11 H -2.064 2.994 -1.001  0.379
12 H -2.342 1.707 1.327  0.395
13 C -0.154 -1.006 -1.534  -0.532
14 C 1.064 -1.474 -1.121  -0.178
15 C 0.946 -2.386 -0.003  -0.459
16 C -0.094 -2.436 0.848  -0.374
17 C -1.228 -1.715 0.536  -0.180
18 C -1.271 -1.122 -0.682  -0.313
19 H -0.315 -0.190 -2.319  0.268
20 H 2.048 -1.170 -1.535  0.408
21 H 1.783 -3.052 0.166  0.332
22 H -0.098 -3.122 1.694  0.408
23 H -2.213 -1.765 1.243  0.204
24 H -2.231 -0.752 -0.980  0.423


Record 2
Computed, not measured: a cluster of 2 separate species, C11H11BrN3O2 in total at a distorted geometry, with ωB97M-V/def2-TZVPD.

E_LUMO   -0.202 Ha
E_tot   -90177.9350 eV
Spin multiplicity   1
Total charge   +1

Each line ends with the Mulliken charge.
CARTESIAN COORDINATES (ANGSTROEM)
1 C -2.051 0.692 -0.531  -0.871
2 C -1.753 2.307 -0.473  0.557
3 C -2.940 3.366 -0.577  -0.255
4 N -2.954 4.827 -0.543  -0.536
5 N -1.685 5.270 -0.444  0.209
6 C -0.413 4.560 -0.334  -0.053
7 C -0.277 2.961 -0.304  -0.065
8 Br 1.398 1.897 -0.111  0.094
9 H -1.056 0.192 -0.962  0.288
10 H -2.401 0.219 0.482  0.291
11 H -2.896 0.525 -1.348  0.357
12 H -4.028 2.886 -0.707  0.341
13 H -1.622 6.335 -0.451  0.316
14 H 0.593 5.189 -0.259  0.363
15 C 2.592 -3.573 -1.019  -0.376
16 C 2.609 -2.217 -0.691  -0.324
17 C 1.864 -1.750 0.394  0.015
18 C 1.106 -2.655 1.149  -0.173
19 C 1.081 -4.016 0.818  -0.361
20 C 1.828 -4.471 -0.271  -0.451
21 N 0.341 -2.174 2.306  0.975
22 O 0.373 -0.960 2.556  -0.590
23 O -0.290 -3.010 2.969  -0.560
24 H 3.179 -3.933 -1.862  0.375
25 H 3.205 -1.523 -1.279  0.355
26 H 1.887 -0.690 0.636  0.260
27 H 0.494 -4.729 1.392  0.441
28 H 1.818 -5.526 -0.535  0.379


Record 3
Computed, not measured: the ion C11H11FNO with charge +1 at a distorted geometry, with ωB97M-V/def2-TZVPD.

E_LUMO (spin up / spin down)   -0.205 / -0.205 Ha
E_tot   -17827.0000 eV
ΔE to the lowest compared entry with this formula, charge and spin   0.0 kJ/mol
Structure (SMILES)   F[N+]1=CC=C2C=CC=C[C@]21C[C@H]1CO1
Spin multiplicity   1
Total charge   +1

Each line ends with the Mulliken charge.
CARTESIAN COORDINATES (ANGSTROEM)
1 F 1.838 -2.262 -0.599  -0.174
2 N 1.814 -1.004 -0.360  0.177
3 C 2.781 -0.489 0.422  -0.468
4 C 2.500 0.823 0.896  -0.794
5 C 1.217 1.116 0.468  0.777
6 C 0.474 2.347 0.314  -1.219
7 C -0.283 2.506 -0.782  -0.021
8 C -0.642 1.441 -1.660  -0.544
9 C -0.126 0.243 -1.426  -0.828
10 C 0.542 -0.109 -0.141  1.203
11 C -0.675 -0.455 0.917  -0.785
12 C -1.383 -1.787 0.491  0.353
13 C -2.765 -2.036 0.525  -0.521
14 O -2.102 -1.892 -0.678  -0.405
15 H 3.695 -0.868 0.529  0.635
16 H 3.221 1.484 1.383  0.463
17 H 0.993 3.217 0.743  0.374
18 H -0.591 3.497 -1.158  0.392
19 H -1.325 1.516 -2.516  0.435
20 H -0.228 -0.428 -2.275  0.340
21 H -0.273 -0.654 1.889  0.385
22 H -1.314 0.503 0.928  0.445
23 H -0.751 -2.746 0.635  0.272
24 H -3.237 -2.950 0.704  0.341
25 H -3.380 -1.012 0.753  0.169


Record 4
Computed, not measured: an isolated molecule of C11H11N3OS, with ωB97M-V/def2-TZVPD.

E_LUMO   0.011 Ha
E_tot   -28938.5455 eV
ΔE to the lowest compared entry with this formula, charge and spin   0.0 kJ/mol
Structure (SMILES)   Cc1nc(SCC(=O)c2ccccc2)n[nH]1
Spin multiplicity   1
Total charge   0

Each line ends with the Mulliken charge.
CARTESIAN COORDINATES (ANGSTROEM)
1 C 4.651 -1.323 0.143  -1.136
2 C 3.644 -0.293 -0.190  0.616
3 N 2.668 0.121 0.582  -0.386
4 C 2.025 1.044 -0.172  0.491
5 S 0.641 1.922 0.398  -0.177
6 C 0.031 0.687 1.608  -1.003
7 C -0.663 -0.419 0.841  0.618
8 O -0.125 -1.493 0.693  -0.598
9 C -2.000 -0.126 0.270  0.671
10 C -2.589 1.137 0.283  -0.316
11 C -3.844 1.321 -0.266  -0.870
12 C -4.529 0.255 -0.827  -0.358
13 C -3.951 -1.004 -0.847  -0.504
14 C -2.696 -1.192 -0.305  -0.434
15 N 2.557 1.232 -1.359  -0.831
16 N 3.596 0.374 -1.364  0.234
17 H 5.655 -0.904 0.092  0.321
18 H 4.462 -1.688 1.147  0.278
19 H 4.585 -2.154 -0.558  0.317
20 H 0.903 0.291 2.127  0.483
21 H -0.633 1.214 2.289  0.534
22 H -2.068 1.985 0.699  0.261
23 H -4.291 2.304 -0.258  0.379
24 H -5.510 0.408 -1.252  0.379
25 H -4.481 -1.837 -1.286  0.380
26 H -2.227 -2.165 -0.311  0.439
27 H 4.187 0.301 -2.176  0.212